Entry P
A 3-piece molecular cluster, C4H9NO3 overall, computed with the ωB97M-V functional and the def2-TZVPD basis.

```
17
Properties=species:S:1:pos:R:3:nbo_charge:R:1
C 0.54740 0.43006 -0.42545 0.356
C -1.71807 -0.66717 -0.38360 -0.325
C -2.39812 -0.03604 0.77570 -0.686
N 0.74595 -0.52894 0.41196 -0.198
C 2.87575 0.99961 0.37901 0.333
O 1.30761 -1.64673 -0.18020 -0.568
O 0.81447 0.37022 -1.73736 -0.667
O 3.00010 2.04873 0.91847 -0.498
H 1.38813 -2.25814 0.56193 0.477
H 0.68090 1.23928 -2.13445 0.493
H 0.15404 1.33994 0.00778 0.190
H 3.74371 0.27968 0.25599 0.121
H -1.88213 -0.26377 -1.37563 0.166
H -1.48290 -1.72183 -0.35146 0.174
H -1.98123 -0.38349 1.72376 0.217
H -2.31795 1.05654 0.75405 0.200
H -3.47767 -0.25796 0.79951 0.216
```

## Properties
Charge: 0
Highest occupied orbital energy (spin up / spin down) in eV: -7.17 / -7.66
E_LUMO (spin up / spin down) in hartree: 0.0141 / 0.0204
Kohn-Sham gap (spin up / spin down) in eV: 7.56 / 8.22

Entry Q
A single C4H9NO3 molecule, computed with the ωB97M-V functional and the def2-TZVPD basis.

```
17
Properties=species:S:1:pos:R:3:nbo_charge:R:1
C 0.09108 -1.97802 0.49202 -0.624
C 0.09623 -0.45986 0.41165 0.069
C 1.42904 0.09029 -0.14047 -0.234
N 1.51566 1.52914 -0.23645 -0.821
O -0.97244 -0.06098 -0.46699 -0.545
C -1.67275 1.03251 -0.13542 0.985
O -1.53269 1.68043 0.85526 -0.615
O -2.56674 1.30890 -1.08164 -0.671
H 0.26238 -2.40301 -0.49247 0.211
H 0.87410 -2.31136 1.16526 0.219
H -0.86784 -2.33158 0.86256 0.221
H -0.10441 -0.01482 1.39534 0.205
H 2.23160 -0.25459 0.51610 0.195
H 1.59432 -0.32511 -1.13756 0.191
H 1.34260 1.95979 0.66559 0.362
H 0.82628 1.89404 -0.88432 0.352
H -2.54635 0.64426 -1.78840 0.499
```

## Properties
Charge: 0
Structure (SMILES): C[C@@H](CN)OC(=O)O
Highest occupied orbital energy in eV: -9.38
E_LUMO in hartree: 0.0219
Kohn-Sham gap in eV: 9.98

Entry R
A single C4H9NO3 molecule, computed with the ωB97M-V functional and the def2-TZVPD basis.

```
17
Properties=species:S:1:pos:R:3:nbo_charge:R:1
H -0.02828 -1.99637 -0.66714 0.378
N -0.88971 -1.48288 -0.51216 -0.690
C -0.70610 -0.29018 -0.18170 0.514
O -1.74245 0.56644 0.13839 -0.509
C -3.03141 -0.02166 0.15612 -0.257
C 0.55959 0.46430 0.17249 0.301
O 0.64865 1.73537 -0.36894 -0.691
O 1.60079 -0.41403 -0.33094 -0.558
C 2.88060 -0.13438 0.19186 -0.255
H -3.26104 -0.45437 -0.82015 0.192
H -3.07388 -0.82002 0.90085 0.187
H -3.73084 0.77515 0.40056 0.192
H 0.65479 0.57923 1.26302 0.176
H 0.45249 1.69962 -1.31361 0.478
H 3.60134 -0.72318 -0.37278 0.195
H 3.12115 0.92982 0.09348 0.181
H 2.94432 -0.41286 1.25064 0.166
```

## Properties
Charge: 0
Structure (SMILES): [H]/N=C(/OC)[C@H](O)OC
Highest occupied orbital energy in eV: -10.20
E_LUMO in hartree: 0.0307
Kohn-Sham gap in eV: 11.04

Most stable: entry Q

Entry P
C4H9NO3 as an isolated structure, computed with the ωB97M-V functional and the def2-TZVPD basis.

```
17
Properties=species:S:1:pos:R:3:nbo_charge:R:1
C -0.60406 1.20328 -1.02607 -0.246
C -0.71926 -0.10207 -0.24774 0.060
C 0.34632 -0.20650 0.85619 -0.467
C 0.21396 -1.45358 1.79295 0.743
H 1.03948 1.99275 -2.56743 0.332
H 0.92156 0.52624 -1.99410 0.300
H -1.42341 1.39170 -1.62698 0.177
H -0.64723 1.94584 -0.28656 0.187
H -1.80224 0.02273 0.13820 0.182
H -1.55445 -1.20803 -1.28758 0.479
H 1.67835 -0.20488 0.67110 0.202
H 0.30151 0.94554 1.81749 0.226
H 1.84322 -1.15733 2.10564 0.491
N 0.75656 1.22714 -1.59787 -0.761
O -0.65178 -1.17379 -1.00667 -0.691
O 1.21707 -1.81270 2.44043 -0.608
O -0.91560 -1.93633 1.81899 -0.608
```

## Properties
Charge: 0
Highest occupied orbital energy in eV: -9.60
E_LUMO in hartree: 0.0181
Kohn-Sham gap in eV: 10.09

Entry Q
C4H9NO3 as an isolated structure, computed with the ωB97M-V functional and the def2-TZVPD basis.

```
17
Properties=species:S:1:pos:R:3:nbo_charge:R:1
C -1.28749 -0.26133 0.07991 -0.020
C 1.97156 0.62990 1.23777 -0.456
C -1.72743 -1.46350 -0.73072 -0.644
N 1.01104 -0.15164 0.48627 -0.256
C -0.01063 0.56697 -0.74710 0.767
O -0.57569 -0.53416 1.19084 -0.349
O -0.05422 1.89774 -0.36246 -0.754
O 0.24254 0.25353 -1.90394 -0.712
H -0.04663 2.41808 -1.17814 0.497
H 1.36686 -1.05816 0.18953 0.394
H -2.05377 0.49936 0.25773 0.189
H 1.52984 1.59281 1.48141 0.239
H 2.23333 0.10475 2.15919 0.218
H 2.88075 0.79329 0.65250 0.235
H -0.88291 -2.12840 -0.91134 0.210
H -2.10042 -1.13137 -1.70016 0.231
H -2.49671 -2.02789 -0.20129 0.210
```

## Properties
Charge: 0
Highest occupied orbital energy in eV: -8.81
E_LUMO in hartree: -0.0241
Kohn-Sham gap in eV: 8.15

Most stable: entry Q

Entry P
A single C4H9NO3 molecule, computed with the ωB97M-V functional and the def2-TZVPD basis.

```
17
Properties=species:S:1:pos:R:3:nbo_charge:R:1
C 2.04073 -0.53319 -0.56422 -0.629
C 1.10607 -0.14357 0.54942 -0.073
C 0.84536 1.36270 0.71902 -0.069
O 0.79279 2.10280 -0.50933 -0.727
N -0.09261 -0.99357 0.55569 -0.630
C -1.24061 -0.62144 -0.04331 0.884
O -1.63334 0.46372 -0.37758 -0.655
O -2.04370 -1.74434 -0.14382 -0.716
H 2.88529 0.12830 -0.75042 0.235
H 2.32216 -1.58494 -0.51500 0.211
H 1.48882 -0.47146 -1.50146 0.210
H 1.54107 -0.36162 1.52893 0.196
H 1.77070 1.72450 1.16841 0.185
H -0.07350 1.51715 1.22446 0.196
H 0.20782 1.62237 -1.10897 0.475
H 0.07024 -1.97573 0.69592 0.409
H -2.91724 -1.45947 -0.44499 0.497
```

## Properties
Charge: 0
Structure (SMILES): C[C@@H](CO)NC(=O)O
Highest occupied orbital energy in eV: -10.22
E_LUMO in hartree: 0.0238
Kohn-Sham gap in eV: 10.86

Entry Q
A 2-piece molecular cluster, C4H9NO3 overall, computed with the ωB97M-V functional and the def2-TZVPD basis.

```
17
Properties=species:S:1:pos:R:3:nbo_charge:R:1
C 1.67847 0.63232 0.37174 -0.740
C 1.84971 -0.24150 -0.83567 0.680
O 2.91581 -0.41097 -1.39161 -0.589
N 0.71704 -0.88382 -1.30872 -0.634
C -0.47866 -1.21832 -0.54528 -0.338
C -1.51177 -0.11797 -0.66736 0.427
O -2.66355 -0.38875 -0.43876 -0.521
H 1.96990 0.24380 1.34840 0.248
H 2.12753 1.61235 0.21885 0.254
H 0.62841 0.84295 0.60186 0.214
H 1.03427 -1.62352 -1.91848 0.404
H -0.89202 -2.16970 -0.83978 0.242
H -0.18852 -1.33116 0.49414 0.218
H -1.17250 0.89710 -0.94109 0.133
O -1.89327 1.73655 2.03858 -0.946
H -2.33657 1.46794 1.22645 0.477
H -1.78429 0.95270 2.58673 0.471
```

## Properties
Charge: 0
Structure (SMILES): CC(=O)NCC=O.O
Highest occupied orbital energy in eV: -9.97
E_LUMO in hartree: 0.0153
Kohn-Sham gap in eV: 10.39

Entry R
C4H9NO3 as an isolated structure, computed with the ωB97M-V functional and the def2-TZVPD basis.

```
17
Properties=species:S:1:pos:R:3:nbo_charge:R:1
C -0.82209 -1.05866 -0.28459 -0.545
C -2.16497 -0.39504 -0.10840 -0.638
C 0.59286 -0.09238 0.94371 0.662
N 1.68764 -0.92286 0.92768 -0.866
O 0.05441 0.41882 1.88217 -0.578
H 2.23181 -0.84063 1.77643 0.412
H 2.22894 -0.89586 0.07022 0.419
H -0.55192 -1.31395 -1.31207 0.225
H -0.66978 -1.93946 0.33367 0.238
H -2.96946 -1.09528 -0.34488 0.223
H -2.29640 -0.07885 0.92770 0.234
H -2.27933 0.47964 -0.75090 0.216
C 1.16724 1.25011 -0.62070 0.577
O 0.53344 2.43517 -0.69242 -0.696
O 2.21176 1.01909 -1.18234 -0.648
H 1.04572 3.03210 -1.27253 0.479
H 0.00013 -0.00195 -0.29276 0.287
```

## Properties
Charge: 0
Highest occupied orbital energy in eV: -8.20
E_LUMO in hartree: 0.0198
Kohn-Sham gap in eV: 8.74

Most stable: entry P

Entry P
A 2-piece molecular cluster, C4H9NO3 overall, computed with the ωB97M-V functional and the def2-TZVPD basis.

```
17
Properties=species:S:1:pos:R:3:nbo_charge:R:1
C 1.45817 0.37444 0.60027 0.098
C -0.03979 -0.88499 -0.98686 0.183
C 0.47561 0.80393 1.41936 -0.496
C -0.52899 -1.98292 -0.11414 -0.706
N -1.54834 0.61739 -0.17082 0.062
O -0.76321 0.17864 -1.20605 -0.306
O -2.11160 1.81301 -0.59678 -0.565
O 2.07115 1.15429 -0.34811 -0.691
H -1.44176 2.33338 -1.07016 0.450
H 1.57764 1.97899 -0.44498 0.470
H 2.01072 -0.53768 0.77786 0.191
H 0.65261 -1.06431 -1.79817 0.193
H 0.11201 0.18257 2.22307 0.217
H 0.08958 1.81734 1.39124 0.204
H -1.55507 -2.24457 -0.39675 0.235
H 0.11130 -2.85794 -0.21108 0.226
H -0.57004 -1.68157 0.93209 0.234
```

## Properties
Charge: 0
Highest occupied orbital energy (spin up / spin down) in eV: -8.16 / -7.46
E_LUMO (spin up / spin down) in hartree: 0.0227 / 0.0200
Kohn-Sham gap (spin up / spin down) in eV: 8.78 / 8.00

Entry Q
A single C4H9NO3 molecule, computed with the ωB97M-V functional and the def2-TZVPD basis.

```
17
Properties=species:S:1:pos:R:3:nbo_charge:R:1
N 1.40456 -0.46147 -1.27733 -0.857
C 0.65727 -0.48504 -0.04667 -0.066
C -0.74221 -1.39437 -0.19749 -0.083
O -1.30390 -1.65211 1.07305 -0.728
C 0.33569 0.89647 0.52510 -0.024
O 1.25664 1.87179 0.03065 -0.716
C -1.09967 1.20639 0.11707 0.419
O -2.02958 1.15405 0.92848 -0.552
H 1.97025 0.38935 -1.33201 0.389
H 1.97550 -1.29743 -1.38512 0.370
H 1.21846 -1.03628 0.71474 0.183
H -1.49670 -1.07649 -0.92533 0.176
H -0.38670 -2.34676 -0.60359 0.183
H -1.93251 -0.92381 1.26429 0.486
H 0.39190 0.88269 1.61950 0.197
H 1.01438 2.72896 0.41861 0.482
H -1.23338 1.54404 -0.92394 0.141
```

## Properties
Charge: 0
Structure (SMILES): N[C@H](CO)[C@@H](O)C=O
Highest occupied orbital energy in eV: -9.09
E_LUMO in hartree: 0.0151
Kohn-Sham gap in eV: 9.50

Entry R
A 2-piece molecular cluster, C4H9NO3 overall, computed with the ωB97M-V functional and the def2-TZVPD basis.

```
17
Properties=species:S:1:pos:R:3:nbo_charge:R:1
C 0.25075 0.93250 1.51800 -0.258
N 1.14968 1.34789 0.64298 0.372
O 2.18021 0.80344 0.26664 -0.436
O 0.92667 2.65756 0.26909 -0.520
H 0.14063 0.11975 2.18064 0.226
H -0.54485 1.56280 1.82622 0.221
H 0.56730 2.54812 -0.59695 0.491
C -0.30684 -2.17302 -0.37731 -0.610
C -0.07191 -0.73809 -1.05612 -0.539
C -0.92131 0.28212 -0.39867 0.416
O -1.21778 1.37786 -0.83773 -0.607
H -0.24257 -1.95222 0.80785 0.204
H -1.29907 -2.54036 -0.78371 0.213
H 0.38916 -2.88993 -0.78125 0.224
H -0.33319 -0.85525 -2.21360 0.239
H 0.88880 -0.32869 -0.86649 0.251
H -1.55568 -0.15448 0.40042 0.113
```

## Properties
Charge: 0
Structure (SMILES): C=[N+]([O-])O.CCC=O
Highest occupied orbital energy (spin up / spin down) in eV: -9.54 / -9.54
E_LUMO (spin up / spin down) in hartree: 0.0058 / 0.0058
Kohn-Sham gap (spin up / spin down) in eV: 9.70 / 9.70

Most stable: entry Q

Entry P
An isolated ion of composition C5H5N4O2 and charge -1, computed with the ωB97M-V functional and the def2-TZVPD basis.

```
16
Properties=species:S:1:pos:R:3:nbo_charge:R:1
C -0.54498 0.51572 1.41127 -0.337
C 0.41511 1.07026 0.58537 0.262
C 0.57378 0.29315 -0.55747 -0.092
C -1.85009 -1.68670 0.89028 0.625
C 1.48445 0.41522 -1.72603 -0.620
N -1.56523 -2.47831 -0.42440 -0.420
N -0.63855 -1.82046 -1.06851 -0.136
N -0.97589 -0.64514 0.78373 -0.213
N -0.28773 -0.76814 -0.39735 0.048
O -2.64335 -1.94553 1.78602 -0.727
O 1.10650 2.24918 0.82223 -0.690
H -0.92668 0.81355 2.36659 0.209
H 1.77968 1.45613 -1.84819 0.214
H 2.39164 -0.18712 -1.60540 0.190
H 0.97167 0.07429 -2.62544 0.213
H 0.70965 2.64392 1.60729 0.471
```

## Properties
Charge: -1
Highest occupied orbital energy in eV: -1.77
E_LUMO in hartree: 0.1192
Kohn-Sham gap in eV: 5.01

Entry Q
An isolated ion of composition C5H5N4O2 and charge -1, computed with the ωB97M-V functional and the def2-TZVPD basis.

```
16
Properties=species:S:1:pos:R:3:nbo_charge:R:1
N 2.28902 -0.84942 -3.28193 -0.414
C 1.70421 -0.67220 -2.30969 0.305
C 0.94212 -0.31246 -1.00691 -0.235
N 0.77977 1.15429 -1.08361 -0.476
N 0.32138 1.55296 0.20387 -0.467
C -0.55200 0.56480 0.73071 -0.009
C -1.60650 0.68462 1.93047 0.766
O -1.96235 -0.38425 2.44869 -0.752
O -1.85702 1.84662 2.29785 -0.753
C -0.46530 -0.61290 0.16275 0.209
N -0.75298 -1.96877 0.26536 -0.862
H 1.83881 -0.62830 -0.24754 0.153
H 1.61363 1.68043 -1.37821 0.357
H -0.05873 2.53385 0.26988 0.393
H -0.60369 -2.38672 1.24391 0.404
H -1.63038 -2.20255 -0.24559 0.382
```

## Properties
Charge: -1
Structure (SMILES): N#C[C@H]1NNC(C(=O)[O-])=C1N
Highest occupied orbital energy in eV: -4.14
E_LUMO in hartree: 0.1390
Kohn-Sham gap in eV: 7.92

Most stable: entry P